1.
Entry from the Open Molecules 2025 dataset: 5 unconnected molecules or ions with the total composition C25H46N7O (wB97M-V/def2-TZVPD).

- E_HOMO (Ha) = -0.418
- molar mass (g/mol) = 460.69
- charge = +1

Each line ends with the Mulliken charge.
Geometry (Å):
C (-2.137, -2.975, 0.425)  0.314
H (2.093, 8.302, 1.527)  0.362
C (3.234, 6.455, 1.336)  -0.531
C (-2.699, -8.057, 4.175)  -0.481
H (4.483, 3.676, -1.658)  0.405
H (-0.195, 2.463, -2.893)  0.399
H (-1.184, -9.383, 4.964)  0.328
C (0.452, 1.510, -2.986)  -0.498
C (2.433, -3.670, -2.418)  0.239
H (-2.938, 3.923, -2.504)  0.315
H (3.893, -1.435, -2.061)  0.386
H (-2.593, 1.812, -3.378)  0.355
H (-0.229, -2.719, 3.251)  0.385
H (-1.040, -0.620, 1.165)  0.082
C (-2.769, 1.678, -2.256)  -0.771
H (0.600, -1.261, 1.381)  0.324
H (4.721, -3.049, -3.779)  0.330
H (-1.964, 3.401, -0.989)  0.106
H (0.109, -0.549, -2.002)  0.346
H (4.848, -0.626, -3.300)  0.399
H (3.969, 1.768, 0.161)  0.250
H (3.082, -0.495, -3.328)  0.008
C (-2.850, -6.722, 3.441)  -0.347
H (-1.003, -0.119, -3.429)  0.395
O (-4.505, 2.327, 0.164)  -0.363
H (1.700, -2.585, -4.092)  0.216
C (-0.921, -2.347, 2.491)  -0.466
C (1.739, 1.766, -2.098)  0.043
C (3.863, -2.410, -4.009)  -0.587
C (-0.351, -1.067, 1.887)  -1.079
H (-4.649, 3.313, 2.082)  0.288
C (3.013, 7.939, 1.062)  -1.177
H (-0.661, -8.467, 3.542)  0.295
H (2.074, 5.696, -0.336)  0.203
C (0.807, 5.936, 1.354)  0.093
H (2.565, -4.073, -4.501)  0.325
H (2.432, 3.419, -3.436)  0.309
N (2.217, 1.163, -0.895)  -0.146
H (-5.141, 3.636, -1.377)  0.323
H (-1.861, -2.111, 2.998)  0.326
H (3.298, 6.300, 2.417)  0.316
H (3.837, 8.527, 1.473)  0.339
N (-0.229, 6.222, 1.828)  -0.437
C (3.639, 2.920, -1.621)  -0.161
H (2.957, 8.136, -0.013)  0.311
C (2.130, 5.571, 0.750)  0.142
N (2.567, 2.842, -2.590)  -0.077
C (-1.670, 0.778, -1.520)  0.068
N (-1.845, -4.745, 4.946)  -0.508
H (-3.252, -8.025, 5.119)  0.305
H (-2.964, 3.095, 1.398)  0.215
H (-0.775, -7.680, 5.127)  0.354
C (-2.889, 3.169, -1.633)  -0.268
H (-4.019, 4.338, -0.115)  0.382
C (-3.984, 2.589, 1.488)  -0.532
N (-2.907, -2.608, -0.384)  -0.528
H (-3.955, 1.605, 2.066)  0.204
N (3.354, 1.897, -0.660)  0.063
H (-3.144, -8.849, 3.568)  0.308
C (-1.245, -8.413, 4.467)  -1.134
C (-0.470, 0.296, -2.497)  -0.866
H (-3.791, 1.157, -2.168)  0.452
H (-1.199, 1.317, -0.625)  0.236
H (-1.547, -4.336, 1.947)  -0.528
C (3.918, -1.172, -3.122)  -0.850
C (-2.286, -5.611, 4.278)  0.276
C (-4.204, 3.396, -0.757)  -0.746
C (2.565, -3.204, -3.838)  -0.304
H (2.340, 4.519, 0.960)  0.086
H (-0.218, -3.713, 0.960)  0.256
H (-2.325, -6.750, 2.482)  0.288
H (-3.905, -6.518, 3.244)  0.344
H (3.960, -2.106, -5.054)  0.330
H (4.196, 6.154, 0.910)  0.303
N (2.329, -4.034, -1.306)  -0.483
H (0.700, 1.427, -4.108)  0.406
C (-1.154, -3.443, 1.457)  0.479
H (-0.174, -0.324, 2.669)  0.412
H (-2.208, -0.194, -1.182)  -0.153



2.
Entry from the Open Molecules 2025 dataset: a molecular structure, C25H47BaCl2NO3Si2 (wB97M-V/def2-TZVPD).

- E_HOMO (Ha) = -0.197
- molar mass (g/mol) = 674.06

Each line ends with the Mulliken charge.
Geometry (Å):
C (0.360, -2.581, -0.775)  -1.481
H (4.818, 2.510, -0.596)  0.259
H (3.621, -0.130, -0.640)  0.180
Cl (-0.808, -0.771, 7.923)  -0.290
H (-3.203, -1.673, 0.192)  0.391
H (3.025, 2.832, 2.777)  0.290
H (-1.797, -2.732, 0.545)  0.274
C (-3.444, -3.731, -0.476)  -1.308
N (-0.495, 1.878, 3.513)  0.101
H (-1.715, -1.438, -4.368)  -0.055
O (0.081, -0.516, 2.164)  -0.768
H (-4.730, -0.987, -1.029)  0.276
C (-0.722, 0.617, 5.593)  0.135
H (2.348, 0.447, -3.851)  0.349
H (2.180, -0.112, -2.173)  -0.004
C (-0.030, 2.181, -1.048)  -0.907
H (-3.315, 0.103, -0.775)  0.020
H (6.060, -0.700, 1.621)  0.297
H (-2.866, -3.664, -4.791)  0.303
C (-2.812, -1.517, -4.481)  0.189
H (4.506, 3.568, 0.799)  0.268
Cl (0.648, -3.112, 3.307)  -0.243
H (-0.387, -2.087, -2.752)  0.003
H (-0.930, 3.911, 3.579)  0.419
C (-0.869, 2.988, 4.167)  -0.522
H (-3.159, -0.620, -5.014)  0.480
H (-0.927, -3.655, -2.134)  0.258
H (2.657, 1.166, 3.344)  0.310
H (-0.001, -2.720, 6.065)  0.447
C (-0.282, 2.383, -4.017)  -1.139
C (-0.474, 0.688, 4.178)  0.184
O (-3.432, -1.521, -3.170)  -0.293
C (4.997, 2.639, 0.477)  -1.108
H (0.878, -0.412, -3.344)  0.038
H (-1.440, 3.933, 6.017)  0.386
H (3.195, 2.661, -1.913)  -0.221
C (-0.102, -0.531, 3.437)  -0.427
C (1.631, 0.323, -3.019)  -0.496
H (0.050, 3.277, -4.560)  0.373
Si (0.899, 2.006, -2.608)  0.585
H (1.278, -3.021, -1.190)  0.477
H (-4.904, 0.755, -1.252)  0.516
H (-1.283, 2.578, -3.606)  0.242
H (-4.719, 0.019, -3.472)  0.457
H (-4.284, -2.797, -5.401)  0.328
H (0.581, -1.548, -0.467)  0.243
C (-0.691, -2.626, -1.855)  0.107
H (-2.726, -2.645, -6.246)  0.426
H (-2.812, -4.618, -0.609)  0.388
C (-4.216, -0.086, -1.377)  -1.051
H (-0.374, 1.550, -4.732)  0.273
H (-4.082, -3.622, -1.372)  0.198
Si (4.419, 1.142, 1.470)  0.621
H (-1.291, 1.785, 7.319)  0.396
H (5.806, 0.041, 3.216)  0.329
H (-2.679, -1.884, -2.272)  0.394
C (0.106, -1.735, 4.170)  0.474
C (5.920, 0.254, 2.145)  -1.274
H (6.828, 0.855, 2.011)  0.342
C (-1.167, 2.997, 5.542)  -0.640
Ba (0.994, 1.459, 1.046)  1.730
H (-0.666, 1.267, -0.822)  -0.206
O (-1.952, -1.942, -1.415)  -0.082
H (-3.075, 0.563, -3.063)  0.241
H (0.085, -3.162, 0.113)  0.504
C (3.354, 0.077, 0.406)  -1.115
C (-1.085, 1.809, 6.255)  -0.808
H (6.077, 2.771, 0.622)  0.349
H (2.902, -0.833, 0.850)  0.238
H (2.773, 3.473, -3.431)  0.368
H (2.063, 4.023, -1.891)  0.242
C (3.453, 1.830, 2.959)  -1.209
C (-0.546, -0.641, 6.242)  0.787
H (4.168, 1.952, 3.786)  0.404
C (-3.201, -2.738, -5.266)  -1.406
H (-4.095, -3.911, 0.386)  0.439
C (-2.601, -2.514, -0.168)  -0.169
C (-3.859, -0.172, -2.824)  -0.140
C (-0.136, -1.782, 5.542)  -0.599
H (-0.754, 3.030, -1.050)  0.195
C (2.379, 3.146, -2.462)  -0.561



Maximum force: 6.07; 2.18 (eV Å⁻¹)